Entry from OMol25: one molecule with the formula CH5NSi2 (ωB97M-V/def2-TZVPD).

Each line ends with the Löwdin charge.
Geometry (Å):
H -2.2682 -0.1036 0.9957  -0.049
H 1.8265 0.0489 -1.4890  -0.029
H 0.0640 -1.3042 1.0015  0.008
Si 1.2758 0.4696 -0.0476  0.368
C -0.0052 1.7791 0.6072  -0.230
N -0.0091 -0.8256 0.0982  -0.306
H 2.2375 0.6460 1.1001  -0.059
Si -1.2551 0.5278 -0.0208  0.322
H -1.8605 0.5524 -1.5317  -0.027

## Properties
* E: -18358.250 eV
* lowest unoccupied orbital energy (alpha / beta): -1.8 / -1.8 eV

Entry from OMol25: an isolated ion of composition C4H8N2O2 and charge -1 (ωB97M-V/def2-TZVPD).

Each line ends with the Löwdin charge.
Geometry (Å):
H 0.3299 -1.3260 0.6345  0.101
H -1.6528 -1.3311 -0.2378  0.083
H 0.5576 1.5354 -0.1249  0.108
O -2.1219 1.7756 -0.6760  0.009
H -2.9799 -0.4337 -0.8952  0.095
H 0.0902 -1.2861 -1.6789  0.023
H 2.7626 0.4979 0.6286  0.046
C -1.4785 0.7858 -0.3697  -0.547
C -0.1056 0.7484 0.2404  -0.101
H 1.3123 -0.2411 -1.8635  0.048
C 0.8023 -0.5199 0.1003  -0.439
N -2.0383 -0.4573 -0.5374  0.140
H -0.1472 0.9231 1.3126  0.117
N 0.9914 -1.0177 -1.2877  0.010
C 2.0629 -0.3034 0.9057  -0.436
O 2.2732 -1.0275 1.9561  -0.256

## Properties
* E: -11352.177 eV
* charge: -1
* lowest unoccupied orbital energy (alpha / beta): 3.6 / 3.6 eV
* 2S+1: 2

Entry from OMol25: a 4-piece molecular cluster, C3H13O3S overall (ωB97M-V/def2-TZVPD).

Each line ends with the Löwdin charge.
Geometry (Å):
H 2.1047 -1.9810 1.2460  0.060
O 0.2594 0.5688 2.2464  -0.045
O 1.2231 -1.6846 1.5026  -0.105
H -0.5100 3.3263 1.1330  0.027
C -0.7685 0.6040 -1.7668  -0.338
H -1.4928 1.3902 -1.9847  0.107
O 0.3335 3.2041 1.5826  -0.087
C 0.5981 1.1151 -1.3367  -0.110
H 0.7076 -2.0503 0.7767  -0.111
H -1.1795 -0.1567 0.2108  0.049
H -2.3105 -0.7609 -1.0340  0.077
H -0.6199 0.1651 -2.7609  0.088
H 1.3514 0.3336 -1.4383  0.066
H 0.3602 2.2314 1.6678  -0.032
H 0.9311 1.9781 -1.9123  0.083
S -0.2957 -1.9788 -1.1101  0.764
H 0.5679 1.3848 -0.2998  0.035
C -1.2739 -0.4915 -0.8199  -0.563
H 1.1256 0.4236 2.5412  0.029
H 0.0475 -0.2253 1.7410  0.006

## Properties
* E: -20298.240 eV
* lowest unoccupied orbital energy (alpha / beta): 0.5 / -2.6 eV
* 2S+1: 2

Entry from OMol25: C45H64N7O3P2S3Sc as an isolated structure (ωB97M-V/def2-TZVPD).

Each line ends with the Löwdin charge.
Geometry (Å):
H -4.4260 -3.5367 0.4251  0.082
C 1.3420 2.5369 1.9385  -0.333
C -1.9839 -1.5777 -1.9138  -0.106
H -6.0213 -1.3888 -5.2836  0.114
H 3.0958 5.9066 3.5814  0.074
C -3.1806 -0.5767 -3.7161  -0.116
N 0.6412 3.1892 -4.7518  -0.064
H -3.0050 -0.7357 4.0026  0.093
C 1.7030 4.9214 2.2568  -0.282
H 4.9727 1.3925 4.2229  0.083
H -2.1821 -2.6043 0.6749  0.037
H -3.4554 -2.6199 -3.0472  0.119
C -3.2756 0.0035 3.2423  -0.519
C 0.7135 1.5364 4.8970  -0.100
H 3.7130 -1.2233 1.7703  0.043
C -4.2285 -0.5626 -4.7966  -0.499
Sc 0.4028 -0.0947 0.0931  0.681
S 0.7361 3.4674 -2.1226  0.638
H 1.6209 1.4874 5.4950  0.059
H -1.4463 4.2949 1.1796  0.097
C -2.9823 -2.2214 1.3141  -0.555
H 3.1472 3.4105 2.6701  0.101
H 0.0947 -1.1573 5.0475  0.080
N 2.5486 2.3976 -3.7556  0.111
N 5.8380 0.4001 -0.6379  0.014
H -2.5168 2.0396 2.8911  0.068
H 6.0657 1.3744 -0.5278  0.119
H 7.2542 -0.7105 -1.7260  0.120
H -3.0072 -4.1166 2.3504  0.081
H 2.7583 1.8838 -4.5942  0.089
C 0.0615 2.7660 1.3723  -0.321
C 0.4443 -5.8985 -1.0486  -0.092
C 1.0989 -1.8581 -2.3014  -0.592
N -5.2810 -1.3981 -4.6029  0.178
H -2.5600 1.4221 -4.1626  0.127
H -5.4158 -1.8849 -3.7363  0.092
H -1.9343 1.3059 4.3768  0.047
H 7.7255 -0.2524 -0.0892  0.121
C 4.0142 -0.7425 2.7002  -0.119
C 1.0307 2.7435 -6.0689  -0.085
H 2.0569 7.0001 2.6704  0.071
H -0.1194 1.3529 5.5798  0.071
C -0.4279 4.0750 1.4586  -0.034
H -0.8657 1.4570 -2.3428  0.052
C 3.8868 1.2865 4.1590  -0.109
P 1.7509 0.7953 2.2921  1.016
C 4.5196 0.1337 -0.6863  -0.775
C 2.6112 6.0636 2.6159  -0.057
C -2.4157 0.5593 -3.5288  0.035
C 6.3545 -1.9264 -0.1840  -0.160
H 4.5760 -3.1324 -0.4818  0.129
N -0.6280 1.6656 0.8574  -0.111
C 0.7044 -3.5624 -0.4043  -0.573
C -4.3056 -2.4621 0.5924  -0.109
H 2.0131 3.1326 -6.3444  0.086
H -5.1199 0.7679 2.3893  0.074
C -3.5687 2.8712 -1.1098  -0.034
C 0.6032 -5.5746 -2.3929  -0.089
H 5.1049 -0.7656 2.7718  0.075
C 0.9118 -0.9152 4.3629  -0.112
H -3.7017 -2.7979 3.2911  0.070
C 5.0633 -2.2563 -0.9110  -0.154
H 7.0903 -2.7151 -0.3375  0.118
H -3.8194 3.6927 -1.7718  0.120
C 0.7003 0.4853 3.7888  -0.530
O 1.3686 -0.9485 -1.3910  -0.285
P -2.3182 -0.5363 1.7323  1.083
H -4.3331 -1.9767 -0.3807  0.043
C 6.8917 -0.6017 -0.6986  -0.170
C 1.3473 2.9896 -3.6214  -0.900
H -5.7139 1.8260 -2.6895  0.075
H -6.4142 0.9749 -1.3133  0.073
C -2.7922 1.3809 3.7168  -0.091
H 1.8372 -0.9698 4.9397  0.064
O 1.0655 -1.6130 -3.4905  0.074
H -1.6184 3.6304 -0.7580  0.055
H -0.0322 6.1202 1.9028  0.110
H 4.0253 1.2777 2.0075  0.055
H 0.9260 -3.9556 -3.7663  0.115
H 0.5634 -6.3409 -3.1551  0.097
H -3.5891 1.8788 4.2720  0.080
H -5.2470 0.2463 4.0661  0.080
C -2.3247 2.8531 -0.5117  -0.071
H -6.4017 2.7358 -1.3526  0.079
C 0.8089 -4.2545 -2.7336  -0.031
C -2.9026 -3.0579 2.5950  -0.126
H 3.5815 0.6142 4.9611  0.067
S 3.3936 1.4181 -0.5917  0.683
H 3.1422 -1.2799 -0.8978  0.085
H -5.1948 -0.9551 2.7821  0.049
H -1.9434 -2.9296 3.1003  0.064
H 0.3565 -5.1736 0.9578  0.090
H 1.0395 1.6520 -6.1453  0.090
O -4.1307 0.1601 -5.7651  0.070
C 2.1442 3.6038 2.3091  -0.062
C -2.8596 0.7528 0.5450  -0.308
C 0.8687 -3.2460 -1.7668  -0.168
H -4.8243 0.0165 0.1101  0.088
C -5.8235 1.8446 -1.6022  -0.047
H 2.9711 2.0620 -2.8933  -0.011
C 0.3816 5.1184 1.8829  -0.040
C -4.1095 0.8058 -0.0755  -0.062
H 0.3102 3.1245 -6.7885  0.087
C -4.7954 0.0062 3.1005  -0.107
C -1.4789 0.5756 -2.5116  -0.093
H 3.6198 -1.3435 3.5208  0.070
C 0.4917 -4.9142 -0.0840  -0.138
H 6.1570 -1.8490 0.8867  0.103
S 0.6893 -2.4596 0.9887  0.620
C -1.9315 1.7953 0.3208  -0.343
C 3.5201 0.7057 2.7928  -0.538
C -4.4860 1.8409 -0.9157  -0.280
H 0.2783 -6.9261 -0.7507  0.101
N 4.1481 -1.1360 -0.7948  0.036
H -0.2550 3.6241 -4.6134  0.110
H 3.3997 6.1928 1.8720  0.079
H -1.7451 -2.4281 -1.2913  0.108
H -0.2875 0.5059 3.3166  0.035
N -1.2834 -0.4641 -1.6969  0.044
H 3.4445 2.2597 4.3548  0.058
H -5.1723 -2.1279 1.1617  0.060
C -2.9402 -1.6796 -2.9064  0.011
H 5.2612 -2.4702 -1.9669  0.127
H 0.6083 2.5508 4.5110  0.078
H 0.9440 -1.6926 3.5983  0.019

## Properties
* E: -136068.930 eV
* lowest unoccupied orbital energy: 0.1 eV

Entry from OMol25: one molecule with the formula C6H9N3O2 (ωB97M-V/def2-TZVPD).

Each line ends with the Löwdin charge.
Geometry (Å):
H -1.6053 -1.0638 1.7589  0.139
H -2.4885 1.7114 -1.7918  0.102
H 0.4299 1.0187 2.4816  0.141
H 2.6253 -0.6416 2.6870  0.121
H 0.0540 -0.4336 3.2261  0.071
H 0.4707 0.7867 -2.4036  0.187
C -1.5241 1.8474 -2.3802  -0.057
C 0.9294 -1.0292 -0.1526  -0.412
H -1.7909 1.5994 -3.4364  0.081
H 1.4732 -2.5787 -0.8824  0.077
C 1.8028 -0.6339 1.9265  -0.144
N -0.4542 0.9370 -1.8827  -0.019
C 0.3983 -0.1150 2.2907  -0.070
N -1.2038 0.3710 0.3043  0.097
H -1.1016 2.8849 -2.3013  0.089
C -0.5114 0.3365 -0.7555  -0.228
O -0.1275 -1.6545 0.5175  -0.055
N 2.1380 -0.9767 0.7640  0.135
O 1.2279 -1.7601 -1.2615  0.045
C -0.7421 -0.6061 1.2914  -0.300

## Properties
* E: -14929.615 eV
* lowest unoccupied orbital energy: 0.8 eV

Entry from OMol25: C42H46ClN3OPbS as an isolated structure (ωB97M-V/def2-TZVPD).

Each line ends with the Löwdin charge.
Geometry (Å):
C 7.6528 9.9181 18.5813  -0.130
C 8.1119 8.4116 16.7467  -0.127
H 9.4947 12.9997 16.7104  0.070
H 7.1129 10.1784 19.5003  0.085
C 15.4325 6.7988 17.4156  -0.063
C 13.1383 11.0810 13.6615  -0.385
H 13.0810 5.7022 13.3393  0.088
C 14.7390 10.4406 11.8448  -0.059
H 8.9645 8.6734 7.9988  0.125
C 7.7412 6.8639 7.7087  -0.117
H 7.5979 7.0559 6.6359  0.094
C 13.6180 7.9219 11.4825  -0.121
H 6.6267 5.9419 17.5732  0.044
H 10.9830 12.5272 18.5632  0.071
H 6.4052 5.1901 7.8436  0.090
H 12.5380 5.0674 9.7647  0.083
C 6.5842 7.1066 15.0100  -0.074
Cl 6.3606 10.2255 12.0151  0.348
H 8.3525 5.9719 17.7863  0.078
C 14.1463 7.1856 17.8498  -0.206
H 13.6964 11.9443 15.5678  0.056
C 8.7108 10.7257 18.2492  -0.076
C 13.5760 5.5675 12.3422  -0.077
C 11.3809 8.3999 15.7516  -0.281
H 11.3879 10.6799 16.1832  0.099
H 11.8940 12.0777 12.2318  0.090
C 10.2582 12.5303 16.0863  -0.058
C 13.3438 7.7461 16.8821  -0.112
H 14.8166 7.7855 9.7093  0.086
H 7.2243 4.6487 10.2115  0.093
H 8.7324 6.8863 15.4347  0.123
H 11.8382 10.9476 18.7249  0.083
C 14.1844 11.4212 14.7395  -0.057
C 12.4286 8.2745 14.7767  -0.269
C 14.5650 8.4192 10.5574  -0.064
C 7.1429 5.8020 8.3391  -0.107
H 6.4836 6.1431 14.4798  0.072
H 12.4633 12.2495 17.6810  0.053
C 13.0041 6.5282 11.3344  -0.395
C 10.7296 11.2549 16.8315  -0.358
H 10.4267 8.2453 18.6082  0.096
C 8.4958 6.2823 10.3438  -0.705
H 7.7598 10.4185 13.8395  -0.051
C 13.5715 7.0282 19.1427  -0.071
H 14.6946 5.6312 12.4748  0.092
S 8.9838 5.9805 11.9504  0.526
H 14.9690 12.0733 14.3395  0.066
C 13.6507 7.8203 15.5052  -0.084
H 6.5292 8.0970 18.1695  0.088
C 8.6488 7.7048 8.3690  -0.010
H 8.9219 11.5608 18.9125  0.101
C 13.2189 8.7255 12.5837  -0.203
C 12.6482 12.3516 12.9968  -0.072
H 12.8224 6.6004 9.1294  0.054
N 8.9200 7.4495 9.7008  -0.207
H 8.4948 11.1227 12.3357  -0.083
H 7.6144 4.9408 16.4972  0.083
C 11.4431 7.9111 18.3799  -0.010
C 7.7666 7.0927 15.9926  -0.352
H 11.8480 7.2090 20.4051  0.089
C 7.5501 5.9360 17.0225  -0.094
H 6.5639 7.9474 14.3436  0.047
C 12.2848 7.4136 19.4224  -0.101
C 11.9673 8.0631 17.0818  -0.053
H 12.1046 12.9790 13.7044  0.054
C 9.5546 10.3622 17.2005  -0.150
C 15.1820 9.6399 10.7679  -0.115
C 9.2311 9.2055 16.4569  -0.183
C 13.7211 10.0510 12.7220  -0.144
C 11.5642 11.7527 18.0149  -0.079
N 10.1467 8.7255 15.4591  -0.013
C 14.9281 7.4498 15.1160  -0.049
H 11.9554 6.5045 11.5082  0.072
H 11.1105 13.2093 16.0054  0.061
H 16.0534 9.9324 10.2291  0.067
H 14.6650 10.4916 15.1661  0.094
H 14.1978 5.6884 9.6848  0.078
H 9.8888 12.3048 15.0710  0.082
C 15.8118 6.9699 16.0751  -0.103
H 15.2381 7.5542 14.0793  0.100
O 9.7931 8.2447 10.2976  -0.351
H 14.1990 6.5225 19.8522  0.083
H 16.8665 6.7908 15.7600  0.098
H 13.4875 12.9726 12.6089  0.077
H 15.1611 11.4142 11.9669  0.084
C 13.1522 5.9880 9.9253  -0.106
H 5.6638 7.2121 15.6284  0.076
C 7.5934 5.5008 9.6326  -0.116
H 12.2781 10.6280 14.1800  0.107
H 13.2988 4.5501 12.0285  0.067
C 7.8982 10.3473 12.7435  -0.935
H 16.0532 6.3936 18.1878  0.077
C 7.3049 8.7739 17.8594  -0.045
Pb 9.7873 8.6345 12.7229  1.262
N 12.2080 8.2590 13.4610  -0.091

## Properties
* E: -79422.004 eV
* charge: -2
* lowest unoccupied orbital energy (alpha / beta): 4.3 / 4.3 eV

Entry from OMol25: one molecule with the formula C2H7N3OS (ωB97M-V/def2-TZVPD).

Each line ends with the Löwdin charge.
Geometry (Å):
S 1.1030 0.6837 -1.7990  0.760
H 0.8832 -1.9983 -0.9930  0.056
H -2.2057 1.0217 2.5074  0.083
N -0.7890 0.9858 1.2671  0.024
H 1.2807 1.4387 0.3428  0.048
O -1.8676 0.3446 1.9178  -0.088
H 0.0647 1.4547 -2.0443  -0.158
H -1.4236 -1.3709 0.7431  0.110
H 1.0211 -2.3207 0.7333  0.068
H -0.2558 -3.1117 -0.1775  0.090
C -0.1963 0.1597 0.4897  -0.544
C 0.3216 -2.1837 -0.0533  -0.102
N 1.0021 0.6032 -0.0866  -0.348
N -0.6165 -1.1127 0.2069  -0.001

## Properties
* E: -19538.685 eV
* lowest unoccupied orbital energy: 0.9 eV
* structure (SMILES): CN/C(=N\O)NS

Entry from OMol25: one molecule with the formula C6H12N4O (ωB97M-V/def2-TZVPD).

Each line ends with the Löwdin charge.
Geometry (Å):
H -2.9644 -0.6200 -1.8013  0.129
C -1.7306 0.9479 0.8356  -0.170
C 0.6320 -0.9373 0.4634  -0.205
N 3.1422 0.4188 -0.6034  -0.218
H -2.3747 -1.4094 -0.3877  0.098
H 2.0609 0.3446 1.5556  0.093
C -0.7353 -0.4105 -1.4589  -0.092
C -2.2180 -0.5687 -0.9965  -0.189
H -0.6631 0.4297 -2.1872  0.137
O -2.5573 0.5749 -0.2778  -0.137
H -0.2994 -1.4022 -1.5836  0.113
H -2.1587 1.8338 1.3049  0.128
N 3.7532 1.4361 -1.0646  0.155
H 2.4446 -1.4596 1.6228  0.127
N 0.1118 0.1370 -0.3754  -0.200
H -1.7989 0.2314 1.5505  0.077
C -0.3143 1.1894 0.3552  -0.231
H -0.3264 2.1815 -0.3144  0.172
H 0.7336 -1.8327 -0.0549  0.085
N 2.8978 -0.7354 -0.1958  0.039
C 2.0279 -0.5940 1.0207  -0.170
H -0.0286 -1.1194 1.3690  0.135
H 0.3658 1.3641 1.2237  0.123

## Properties
* E: -14419.447 eV
* lowest unoccupied orbital energy: 0.4 eV

In eV/A, the largest force on an atom values for the records above are, in order, 2.9, 1.5, 2.5, 0.7, 6.4, 3.6, 1.6, 10.5.
In g/mol, the molar mass values for the records above are, in order, 87.2, 116.1, 129.2, 954.2, 155.2, 883.6, 121.2, 156.2.
In eV, the relative energy (zero: lowest compared OMol25 entry of this formula, charge and spin) values for the records above are, in order, 3.458, 0.835, 0.166, 1.220, 4.575, 0.000, 1.156, 4.503.